The following is a DFT calculation (wB97M-V/def2-TZVPD) of a cluster of 4 separate species, C2H9NS in total at a distorted geometry.

Output
Charge ... -1
HOMO energy (spin up / spin down) ... 0.051 / -0.161 hartree
Orbital gap (spin up / spin down) ... 0.0872 / 0.3012 hartree
Total energy ... -14541.3542 eV
Multiplicity ... 2

Positions of all 13 atoms, in Å:
H -1.22418 0.68484 -1.10558
H 1.45237 -0.73005 -1.21788
H -2.69379 -2.26256 1.83569
H 0.10580 -1.41533 -0.25994
H 0.37611 1.43850 -1.84975
H -2.10796 -1.15974 0.82167
C 0.57368 -0.49042 -0.62375
H 1.73271 2.78148 -4.03981
S 0.71987 0.79323 0.59558
N -1.74704 -1.93593 1.45483
C -0.07956 0.85789 -1.05818
H -1.73661 -2.78043 0.72621
H 1.84218 2.09832 -4.53222

Atom charges from the Löwdin analysis, given in e for atoms 1 to 4: atom 1 (H): 0.053, atom 2 (H): 0.017, atom 3 (H): 0.000, atom 4 (H): 0.007